Density functional theory data (ωB97M-V with the def2-TZVPD basis set) for C25H23F2FeO2 as an isolated structure.

Its HOMO energy (alpha / beta) is -0.036 / -0.130 Eh. The value obtained for the relative energy (zero: lowest compared OMol25 entry of this formula, charge and spin) is 0.0 kcal/mol. The value obtained for the total energy is -70210.63587 eV. The orbital gap (alpha / beta) is 3.31 / 4.19 eV. As for the multiplicity: 5. As for the total charge: -1. The value obtained for the LUMO energy (alpha / beta) is 2.331 / 0.646 eV.

Positions of all 53 atoms, in Å:
O: -5.121 -2.868 -0.539
C: -4.290 -3.444 -1.113
Fe: -2.805 -4.381 -1.836
C: -3.383 -6.108 -1.352
O: -3.858 -7.066 -0.904
C: -1.937 -4.264 -0.079
C: -1.690 -2.856 0.291
C: -0.437 -2.325 0.318
C: -2.932 -3.114 -3.377
C: -3.268 -4.467 -3.749
C: -2.117 -5.292 -3.475
C: -1.083 -4.449 -2.952
C: -1.580 -3.113 -2.902
H: -2.694 -4.745 0.564
H: -1.022 -4.873 -0.141
H: -2.564 -2.264 0.597
H: -0.264 -1.293 0.594
H: 0.430 -2.959 0.136
H: -3.556 -2.239 -3.520
H: -4.193 -4.790 -4.214
H: -2.016 -6.347 -3.706
H: -0.070 -4.765 -2.703
H: -1.015 -2.233 -2.603
C: -0.214 4.632 -3.523
C: 0.057 3.855 -2.293
C: 0.961 4.372 -1.376
F: 1.559 5.575 -1.658
C: 1.298 3.753 -0.196
C: 0.719 2.493 0.166
C: 1.017 1.782 1.371
C: 1.902 2.105 2.448
C: 2.703 3.291 2.523
C: 3.532 3.516 3.595
F: 4.276 4.671 3.597
C: 3.662 2.651 4.674
C: 4.590 3.023 5.764
C: 2.877 1.481 4.633
C: 2.030 1.206 3.564
C: -0.223 1.953 -0.779
C: -0.534 2.621 -1.961
H: -0.925 4.118 -4.169
H: -0.623 5.621 -3.279
H: 0.710 4.794 -4.092
H: 2.008 4.235 0.451
H: 0.466 0.845 1.501
H: 2.669 4.027 1.739
H: 4.614 2.260 6.542
H: 5.610 3.152 5.381
H: 4.292 3.974 6.225
H: 2.944 0.778 5.464
H: 1.435 0.292 3.551
H: -0.693 0.997 -0.544
H: -1.253 2.183 -2.655

Atom charges from the Löwdin analysis, given in e for atoms 1 to 5:
1. O 0.0756
2. C -0.1023
3. Fe 0.0848
4. C -0.1163
5. O 0.0804